Entry 1:
{"formula": "C13H52N20O13", "method": "ωB97M-V with the def2-TZVPD basis set", "lumo_energy_ev": -0.62, "e_above_lowest_ev": 13.320, "fmax_ha_per_bohr": 0.1921, "total_energy_ev": -70741.4696, "e_homo_ev": -7.82, "elements": ["C", "O", "N", "N", "H", "H", "H", "H", "C", "O", "N", "N", "H", "H", "H", "H", "C", "O", "N", "N", "H", "H", "H", "H", "C", "O", "N", "N", "H", "H", "H", "H", "C", "O", "N", "N", "H", "H", "H", "H", "C", "O", "N", "N", "H", "H", "H", "H", "C", "O", "N", "N", "H", "H", "H", "H", "C", "O", "N", "N", "H", "H", "H", "H", "C", "O", "N", "N", "H", "H", "H", "H", "C", "O", "N", "N", "H", "H", "H", "H", "C", "O", "H", "H", "H", "H", "C", "O", "H", "H", "H", "H", "C", "O", "H", "H", "H", "H"], "xyz": [[-6.172, 16.105, -7.272], [-6.394, 17.213, -7.979], [-7.067, 15.250, -6.948], [-5.001, 15.873, -6.770], [-8.000, 15.648, -7.231], [-7.169, 14.496, -6.274], [-4.418, 16.704, -6.626], [-4.932, 15.119, -6.113], [-3.755, 14.885, -13.971], [-4.070, 13.508, -14.025], [-4.617, 15.798, -13.659], [-2.571, 15.357, -14.265], [-5.626, 15.675, -13.548], [-4.400, 16.771, -13.776], [-1.800, 14.771, -14.548], [-2.166, 16.256, -13.793], [-1.025, 14.565, -10.183], [-1.390, 13.330, -10.697], [-0.751, 15.606, -10.938], [-0.987, 14.740, -8.910], [-0.510, 15.470, -11.958], [-0.823, 16.577, -10.510], [-1.415, 14.030, -8.344], [-0.341, 15.463, -8.387], [-2.726, 13.757, -5.366], [-2.651, 14.141, -6.666], [-3.117, 12.571, -5.028], [-2.630, 14.540, -4.342], [-3.175, 11.807, -5.693], [-3.250, 12.445, -4.048], [-2.607, 15.579, -4.417], [-2.255, 14.246, -3.430], [-1.944, 18.712, -9.066], [-1.107, 17.980, -9.882], [-2.968, 18.290, -8.469], [-1.761, 19.989, -8.893], [-3.195, 17.282, -8.677], [-3.629, 18.867, -7.896], [-1.211, 20.471, -9.617], [-2.203, 20.436, -8.050], [-4.159, 15.483, -10.162], [-5.460, 15.058, -10.256], [-3.493, 15.634, -9.079], [-3.469, 15.850, -11.169], [-4.039, 15.407, -8.200], [-2.446, 15.481, -9.057], [-3.982, 15.706, -12.034], [-2.447, 15.777, -11.132], [-2.493, 18.812, -12.428], [-1.849, 17.811, -13.062], [-2.184, 20.068, -12.536], [-3.421, 18.593, -11.576], [-1.528, 20.260, -13.300], [-2.833, 20.746, -12.149], [-3.617, 17.616, -11.242], [-3.796, 19.342, -11.011], [-2.413, 11.406, -7.969], [-1.118, 11.149, -8.164], [-3.151, 10.716, -7.137], [-3.150, 12.136, -8.713], [-2.797, 9.756, -6.833], [-4.189, 10.599, -7.267], [-2.595, 12.653, -9.454], [-4.032, 12.583, -8.361], [-8.497, 15.360, -12.705], [-9.239, 14.235, -12.992], [-7.214, 15.315, -12.505], [-8.997, 16.553, -12.927], [-6.889, 14.408, -12.109], [-6.672, 16.144, -12.170], [-10.020, 16.548, -12.879], [-8.449, 17.405, -12.824], [-1.527, 17.768, -5.467], [-1.638, 19.130, -5.542], [-1.191, 17.069, -4.372], [-1.862, 16.939, -6.435], [-1.021, 16.030, -4.274], [-0.972, 17.639, -3.506], [-2.256, 17.420, -7.239], [-1.812, 15.867, -6.445], [-8.247, 13.077, -9.859], [-7.735, 11.784, -9.933], [-8.476, 13.391, -8.813], [-9.269, 13.143, -10.368], [-7.614, 13.832, -10.353], [-8.527, 11.205, -9.636], [-6.861, 17.906, -10.849], [-6.037, 17.755, -12.049], [-6.387, 18.614, -10.143], [-6.915, 16.974, -10.260], [-7.909, 18.250, -10.915], [-5.298, 18.329, -11.903], [-6.098, 12.133, -7.204], [-5.599, 13.130, -8.055], [-5.699, 11.165, -7.562], [-7.178, 12.147, -6.988], [-5.504, 12.317, -6.351], [-5.990, 13.948, -7.836]]}

Entry 2:
{"formula": "C4H8O", "method": "ωB97M-V with the def2-TZVPD basis set", "lumo_energy_ev": [-0.15, 0.43], "e_above_lowest_ev": 5.133, "fmax_ha_per_bohr": 0.0515, "total_energy_ev": -6320.0346, "e_homo_ev": [-7.76, -7.83], "elements": ["C", "C", "C", "C", "O", "H", "H", "H", "H", "H", "H", "H", "H"], "xyz": [[0.490, -1.482, -0.788], [-0.613, -1.158, 0.050], [-0.429, 0.841, 0.061], [0.059, 1.513, 1.161], [0.519, 0.814, -1.121], [1.290, 1.369, -0.902], [0.304, -2.028, -1.703], [1.475, -1.686, -0.393], [-1.628, -1.256, -0.322], [-0.599, -1.703, 0.991], [-1.354, 1.255, -0.331], [1.058, 1.360, 1.549], [-0.572, 2.161, 1.748]]}

Entry 3:
{"formula": "C51H37GeN12OPdSe", "method": "ωB97M-V with the def2-TZVPD basis set", "lumo_energy_ev": [-2.39, -5.31], "multiplicity": 5, "fmax_ha_per_bohr": 0.0663, "total_charge": 1, "total_energy_ev": -198748.7181, "s_squared": 6.053, "e_homo_ev": [-7.48, -10.56], "elements": ["Pd", "Se", "N", "C", "C", "C", "C", "C", "N", "C", "C", "N", "C", "C", "C", "C", "C", "N", "H", "H", "H", "H", "H", "H", "C", "N", "C", "N", "C", "N", "C", "C", "C", "C", "C", "C", "C", "N", "N", "C", "O", "C", "C", "C", "C", "C", "C", "N", "C", "N", "C", "N", "C", "H", "H", "H", "H", "H", "H", "H", "H", "H", "H", "H", "H", "H", "H", "H", "H", "C", "Ge", "C", "C", "C", "C", "C", "C", "C", "C", "C", "C", "C", "C", "C", "C", "C", "C", "C", "C", "H", "H", "H", "H", "H", "H", "H", "H", "H", "H", "H", "H", "H", "H", "H"], "xyz": [[-0.782, 0.450, -0.730], [-8.572, 0.084, 0.537], [-7.356, 1.331, 0.882], [-6.193, 0.953, 0.385], [-4.986, 1.711, 0.499], [-4.941, 2.968, 1.073], [-3.731, 3.645, 1.137], [-2.590, 3.004, 0.669], [-2.596, 1.795, 0.152], [-3.776, 1.127, -0.010], [-3.798, -0.088, -0.714], [-2.645, -0.556, -1.287], [-2.668, -1.634, -2.048], [-3.815, -2.373, -2.288], [-4.998, -1.975, -1.670], [-5.015, -0.833, -0.893], [-6.204, -0.318, -0.280], [-7.371, -0.933, -0.294], [-5.858, 3.396, 1.443], [-3.663, 4.648, 1.519], [-1.644, 3.532, 0.697], [-1.727, -1.955, -2.488], [-3.783, -3.240, -2.925], [-5.912, -2.535, -1.792], [4.965, 0.635, 1.115], [3.594, 0.598, 0.682], [2.971, -0.349, -0.044], [1.763, 0.045, -0.357], [1.657, 1.288, 0.229], [2.771, 1.626, 0.877], [5.198, -0.021, 2.460], [6.167, 0.485, 3.320], [6.437, -0.134, 4.531], [5.745, -1.268, 4.907], [4.771, -1.779, 4.053], [4.501, -1.157, 2.834], [4.022, -2.952, 4.434], [4.241, -3.749, 5.439], [3.292, -4.683, 5.426], [2.515, -4.433, 4.414], [2.930, -3.339, 3.732], [1.334, -5.154, 4.015], [0.924, -6.271, 4.737], [-0.220, -6.947, 4.357], [-0.954, -6.506, 3.268], [-0.547, -5.391, 2.541], [-1.376, -4.974, 1.343], [-0.925, -3.759, 0.726], [-1.235, -2.489, 1.014], [-0.552, -1.678, 0.224], [0.178, -2.521, -0.549], [-0.035, -3.778, -0.263], [0.601, -4.717, 2.912], [5.267, 1.685, 1.144], [5.567, 0.118, 0.357], [3.438, -1.265, -0.342], [0.349, 2.900, 0.675], [6.717, 1.370, 3.041], [7.188, 0.277, 5.188], [5.930, -1.767, 5.845], [3.743, -1.585, 2.196], [1.510, -6.573, 5.589], [-0.544, -7.817, 4.911], [-1.852, -7.030, 2.976], [-2.418, -4.837, 1.647], [-1.317, -5.757, 0.579], [-1.930, -2.183, 1.768], [0.869, -2.196, -1.306], [0.943, -3.851, 2.365], [0.506, 2.072, -0.003], [0.158, 2.488, -1.958], [-1.723, 2.385, -2.687], [-2.643, 3.394, -2.431], [-3.907, 3.346, -2.991], [-4.260, 2.299, -3.829], [-3.352, 1.286, -4.082], [-2.093, 1.322, -3.506], [0.756, 4.386, -1.948], [1.772, 4.786, -1.089], [2.170, 6.110, -1.049], [1.558, 7.042, -1.871], [0.565, 6.642, -2.749], [0.165, 5.318, -2.789], [1.400, 1.333, -2.980], [1.160, -0.028, -3.137], [2.089, -0.838, -3.767], [3.279, -0.293, -4.226], [3.534, 1.058, -4.059], [2.591, 1.868, -3.451], [-2.358, 4.237, -1.814], [-4.612, 4.138, -2.787], [-5.234, 2.275, -4.291], [-3.615, 0.477, -4.748], [-1.379, 0.541, -3.742], [2.248, 4.059, -0.443], [2.950, 6.413, -0.366], [1.856, 8.078, -1.829], [0.092, 7.359, -3.402], [-0.609, 4.997, -3.471], [0.231, -0.461, -2.741], [1.894, -1.894, -3.903], [4.007, -0.921, -4.716], [4.468, 1.482, -4.399], [2.770, 2.928, -3.327]]}

Entry 4:
{"formula": "C6H7N", "method": "ωB97M-V with the def2-TZVPD basis set", "lumo_energy_ev": [-2.35, -2.35], "e_above_lowest_ev": 8.589, "fmax_ha_per_bohr": 0.0982, "total_energy_ev": -7817.0579, "e_homo_ev": [-9.44, -9.44], "elements": ["C", "C", "C", "C", "C", "C", "N", "H", "H", "H", "H", "H", "H", "H"], "xyz": [[4.133, 0.112, 0.072], [3.745, -1.191, 0.174], [0.380, -0.332, -0.013], [1.510, -1.119, 0.118], [-1.013, -0.738, -0.056], [0.575, 1.186, -0.128], [4.621, 1.157, -0.024], [1.312, -2.151, 0.064], [-1.591, 0.124, 0.377], [-1.111, -1.808, 0.395], [-1.286, -0.847, -1.033], [-0.219, 1.793, -0.385], [1.265, 1.491, -0.910], [0.914, 1.398, 0.871]]}

Entry 5:
{"formula": "C27H55Cl2N10Pm", "method": "ωB97M-V with the def2-TZVPD basis set", "lumo_energy_ev": [-4.72, -4.47], "e_above_lowest_ev": 0.602, "multiplicity": 5, "fmax_ha_per_bohr": 0.0242, "total_charge": 2, "total_energy_ev": -85380.1628, "s_squared": 6.007, "e_homo_ev": [-13.19, -13.19], "elements": ["Pm", "C", "N", "C", "C", "N", "C", "C", "N", "C", "C", "N", "C", "N", "C", "C", "N", "C", "C", "C", "C", "N", "C", "N", "C", "C", "N", "C", "C", "N", "C", "C", "H", "H", "H", "H", "H", "H", "H", "H", "H", "H", "H", "H", "H", "H", "H", "H", "H", "H", "H", "H", "H", "H", "H", "H", "H", "H", "H", "H", "H", "H", "H", "H", "H", "H", "H", "H", "H", "H", "H", "H", "H", "H", "H", "H", "H", "H", "H", "H", "C", "C", "C", "C", "C", "H", "H", "H", "H", "H", "Cl", "C", "Cl", "H", "H"], "xyz": [[0.159, -0.046, 0.376], [-0.774, 4.598, 2.944], [-0.194, 3.449, 3.631], [0.162, 3.702, 5.025], [0.161, 2.301, 3.006], [-0.546, 1.729, 2.072], [-1.918, 2.207, 1.876], [-2.801, 1.215, 1.122], [-2.267, 0.817, -0.199], [-2.284, 1.948, -1.153], [-1.066, 1.887, -2.064], [0.174, 2.024, -1.295], [0.924, 3.070, -1.539], [0.564, 4.123, -2.351], [1.523, 4.722, -3.268], [-0.624, 4.923, -2.109], [2.181, 3.125, -1.024], [2.794, 1.943, -0.467], [2.770, 4.385, -0.593], [-3.050, -0.322, -0.735], [-2.370, -1.681, -0.526], [-1.702, -1.733, 0.770], [-1.945, -2.772, 1.541], [-1.729, -2.701, 2.880], [-1.812, -1.437, 3.593], [-1.261, -3.848, 3.648], [-2.430, -3.955, 1.072], [-1.916, -4.586, -0.134], [-3.366, -4.768, 1.836], [1.406, 1.712, 3.301], [2.533, 2.636, 3.432], [1.477, 0.636, 4.290], [-0.234, 5.489, 3.266], [-1.831, 4.736, 3.180], [-0.648, 4.506, 1.867], [-0.680, 4.209, 5.496], [1.039, 4.345, 5.122], [0.326, 2.771, 5.559], [-1.912, 3.158, 1.340], [-2.391, 2.393, 2.846], [-3.786, 1.682, 1.006], [-2.916, 0.310, 1.715], [-2.281, 2.887, -0.603], [-3.198, 1.929, -1.752], [-1.161, 2.645, -2.840], [-1.068, 0.917, -2.565], [2.372, 4.058, -3.412], [1.885, 5.697, -2.928], [1.032, 4.867, -4.233], [-1.245, 4.463, -1.344], [-1.213, 5.040, -3.022], [-0.342, 5.924, -1.764], [2.595, 1.087, -1.111], [2.440, 1.736, 0.554], [3.871, 2.094, -0.425], [2.152, 5.225, -0.896], [3.768, 4.512, -1.016], [2.853, 4.400, 0.498], [-3.186, -0.194, -1.809], [-4.045, -0.336, -0.281], [-1.646, -1.850, -1.330], [-3.148, -2.438, -0.619], [-1.219, -0.660, 3.119], [-1.450, -1.591, 4.607], [-2.850, -1.099, 3.657], [-1.068, -4.692, 2.992], [-1.988, -4.149, 4.404], [-0.324, -3.597, 4.148], [-1.126, -3.982, -0.574], [-2.709, -4.742, -0.870], [-1.498, -5.563, 0.122], [-3.764, -4.204, 2.675], [-2.906, -5.689, 2.205], [-4.195, -5.046, 1.183], [2.454, 3.432, 2.692], [3.449, 2.073, 3.246], [2.621, 3.081, 4.427], [0.558, 0.057, 4.283], [1.641, 1.028, 5.299], [2.318, -0.014, 4.050], [2.376, -0.869, 1.342], [1.495, -1.788, 1.984], [1.166, -2.793, 1.061], [1.832, -2.524, -0.141], [2.579, -1.345, 0.018], [3.046, -0.192, 1.852], [1.296, -1.829, 3.044], [0.597, -3.685, 1.278], [1.845, -3.163, -1.011], [3.343, -0.994, -0.660], [0.748, -0.936, -2.450], [0.102, -1.360, -4.068], [-1.662, -1.319, -4.127], [0.432, -2.366, -4.294], [0.490, -0.642, -4.779]]}